The following is a quantum chemistry calculation of 6 unconnected molecules or ions with the total composition C25H39BFN6O2P, from OMol25.

Last column: Mulliken charge in e.
Positions of all 75 atoms, in Å:
1 C 3.95 -0.38 1.96  -1.20
2 C 3.27 0.80 2.66  -0.41
3 B 1.71 0.74 2.81  0.24
4 O 1.10 1.45 3.80  -0.47
5 P 0.65 -0.43 1.62  0.46
6 F -0.06 -1.37 2.75  -0.39
7 C -0.71 0.59 0.93  -0.55
8 C -1.82 1.23 1.73  0.62
9 O -1.36 2.36 2.47  -0.56
10 C -2.59 0.30 2.66  -1.04
11 N -3.05 -0.91 1.98  -0.43
12 H 3.92 -1.27 2.59  0.38
13 H 3.52 -0.60 0.99  0.20
14 H 5.01 -0.16 1.80  0.41
15 H 3.58 1.73 2.16  0.31
16 H 3.66 0.89 3.68  0.34
17 H 1.35 2.38 3.76  0.27
18 H -1.17 -0.02 0.15  -0.34
19 H -0.20 1.41 0.41  0.36
20 H -2.55 1.60 1.00  0.54
21 H -2.07 3.00 2.44  0.31
22 H -3.47 0.85 2.99  0.28
23 H -2.00 0.08 3.55  0.25
24 H -3.67 -1.40 2.62  0.24
25 H -2.28 -1.55 1.84  0.20
26 C -4.63 0.36 -2.44  -0.78
27 C -4.18 -0.25 -1.23  -0.36
28 C -3.05 -0.96 -1.54  -0.69
29 N -2.80 -0.81 -2.88  0.08
30 C -3.76 0.00 -3.43  -0.38
31 H -5.49 0.99 -2.56  0.39
32 H -4.62 -0.19 -0.26  0.51
33 H -2.41 -1.56 -0.92  0.62
34 H -2.04 -1.23 -3.37  0.25
35 H -3.74 0.24 -4.48  0.38
36 C 3.17 0.90 -1.74  0.12
37 C 4.48 1.05 -2.27  -0.49
38 C 5.04 2.15 -1.67  -0.71
39 N 4.11 2.67 -0.81  0.05
40 C 2.98 1.91 -0.84  -1.13
41 H 2.45 0.13 -1.98  0.51
42 H 4.97 0.42 -3.00  0.40
43 H 6.01 2.61 -1.79  0.41
44 H 4.25 3.48 -0.23  0.23
45 H 2.13 2.15 -0.22  0.62
46 C 2.05 -3.27 -4.05  -0.56
47 C 0.72 -3.61 -4.44  -0.52
48 C 0.08 -2.44 -4.74  -0.79
49 N 0.96 -1.41 -4.53  -0.01
50 C 2.16 -1.91 -4.11  -0.49
51 H 2.83 -3.95 -3.75  0.51
52 H 0.30 -4.60 -4.50  0.45
53 H -0.93 -2.26 -5.09  0.65
54 H 0.76 -0.44 -4.67  0.25
55 H 2.98 -1.25 -3.91  0.51
56 C -5.95 3.72 1.08  -0.43
57 C -5.91 5.04 0.55  -0.43
58 C -5.07 5.77 1.35  -0.55
59 N -4.61 4.95 2.34  -0.02
60 C -5.14 3.70 2.18  -0.56
61 H -6.50 2.88 0.69  0.43
62 H -6.43 5.40 -0.32  0.40
63 H -4.78 6.81 1.30  0.40
64 H -3.99 5.23 3.07  0.23
65 H -4.89 2.90 2.87  0.52
66 C 2.36 -4.05 1.12  -0.12
67 C 2.95 -4.74 2.21  -0.67
68 C 4.11 -5.31 1.75  -0.47
69 N 4.24 -4.99 0.43  0.05
70 C 3.17 -4.22 0.03  -0.77
71 H 1.44 -3.49 1.13  0.46
72 H 2.58 -4.81 3.22  0.40
73 H 4.85 -5.91 2.25  0.39
74 H 4.99 -5.27 -0.17  0.18
75 H 3.08 -3.86 -0.98  0.50

Gap between HOMO and LUMO: 8.26 eV
SMILES: CCB(O)P(F)C[C@H](O)CN.c1cc[nH]c1.c1cc[nH]c1.c1cc[nH]c1.c1cc[nH]c1.c1cc[nH]c1
Total energy: -1921.0948 Ha